(1)
Below is a 2-piece molecular cluster, C4H5Cl4O2P overall, with properties calculated with wB97M-V/def2-TZVPD.

The HOMO-LUMO gap comes out at 8.5 eV. Its structure (SMILES) is O=P(Cl)(Cl)Cl.CCC(Cl)=C=O. The HOMO energy is -8.975 eV.

XYZ file:
```
16
C4H5Cl4O2P wB97M-V/def2-TZVPD
O -2.91441 -0.18933 -1.21079
P -3.98279 0.22786 -0.30258
Cl -3.47088 1.61742 0.95878
Cl -4.81258 -1.31502 0.73736
Cl -5.48867 1.01383 -1.42896
C 0.23905 -0.82312 -0.95040
C -0.17441 -0.39681 0.51734
C -1.39227 -1.06244 1.16300
Cl -1.85984 -2.68082 0.45582
C -1.80311 -0.78796 2.34741
O -2.54336 -0.70603 3.24815
H 0.15767 -0.02609 -1.63764
H -0.40962 -1.75407 -1.24598
H 1.27933 -1.09006 -0.84526
H -0.43923 0.70669 0.51294
H 0.70084 -0.56226 1.12693
```

Löwdin population analysis, charges in e, atoms 1 to 6:
1. O -0.44
2. P -0.49
3. Cl 0.44
4. Cl 0.34
5. Cl 0.31
6. C -0.11

***

(2)
Below is a 2-piece molecular cluster, C4H5Cl4O2P overall, with properties calculated with wB97M-V/def2-TZVPD.

The HOMO-LUMO gap comes out at 8.8 eV. Its structure (SMILES) is O=P(Cl)(Cl)Cl.CCC(Cl)=C=O. The HOMO energy is -8.853 eV.

XYZ file:
```
16
C4H5Cl4O2P wB97M-V/def2-TZVPD
O 0.74011 0.29093 -1.49726
P 2.16775 0.54395 -1.36316
Cl 3.32204 -1.07708 -1.32873
Cl 2.68504 1.76417 0.13862
Cl 2.85955 1.55464 -2.95843
C -1.69467 -1.17990 -0.07786
C -1.75989 0.17194 0.62511
C -0.46437 0.50258 1.33542
Cl -0.50237 1.81306 2.48910
C 0.61706 -0.19041 1.19262
O 1.59370 -0.79050 0.95843
H -0.88965 -1.18278 -0.80541
H -2.62904 -1.37512 -0.60122
H -1.52565 -1.98171 0.63855
H -2.56625 0.17874 1.36165
H -1.95338 0.95750 -0.10745
```

Löwdin population analysis, charges in e, atoms 1 to 6:
1. O -0.41
2. P -0.47
3. Cl 0.39
4. Cl 0.41
5. Cl 0.32
6. C -0.10

***

Q: Which of them is the most stable? A: (2).